# 1
{
  "formula": "C16H27LaN2",
  "method": "ωB97M-V with the def2-TZVPD basis set",
  "e_tot_ev": -20851.426,
  "total_charge": 2,
  "multiplicity": 1,
  "species": ["C", "H", "H", "H", "C", "H", "H", "C", "H", "H", "H", "C", "C", "C", "C", "C", "C", "C", "C", "C", "C", "La", "H", "H", "H", "H", "H", "H", "H", "H", "H", "H", "H", "H", "H", "H", "H", "N", "C", "C", "N", "C", "H", "H", "H", "H"],
  "coordinates": [[-0.76, -1.91, -1.52], [-1.83, -2.02, -1.74], [-0.18, -1.88, -2.45], [-1.43, 0.28, -1.66], [-0.23, -2.96, -0.56], [0.62, -2.54, 0.04], [-1.00, -3.23, 0.19], [0.27, -4.29, -1.19], [0.64, -4.99, -0.42], [-0.53, -4.79, -1.74], [1.10, -4.10, -1.89], [1.23, 1.86, 0.72], [2.01, 0.66, 0.73], [2.10, 0.18, -0.61], [1.37, 1.08, -1.45], [0.84, 2.12, -0.63], [0.05, 3.29, -1.10], [1.29, 1.01, -2.93], [2.84, -1.02, -1.08], [2.50, -0.03, 1.95], [0.82, 2.66, 1.91], [-0.52, -0.08, 0.15], [0.39, 1.51, -3.31], [2.17, 1.49, -3.40], [1.25, -0.03, -3.28], [-0.41, 3.10, -2.07], [-0.75, 3.56, -0.39], [0.72, 4.16, -1.19], [0.71, 2.04, 2.81], [1.59, 3.42, 2.12], [-0.13, 3.18, 1.75], [2.73, -1.09, 1.75], [3.42, 0.45, 2.31], [1.77, -0.01, 2.78], [2.31, -1.53, -1.90], [3.84, -0.73, -1.46], [2.99, -1.75, -0.27], [-4.51, -0.28, 2.11], [-4.21, 0.89, 2.79], [-2.98, 1.28, 2.38], [-2.51, 0.35, 1.44], [-3.49, -0.57, 1.31], [-5.37, -0.82, 2.21], [-4.87, 1.35, 3.50], [-2.39, 2.14, 2.64], [-3.47, -1.43, 0.64]]
}

=====

# 2
{
  "formula": "C16H27N2O2S",
  "method": "ωB97M-V with the def2-TZVPD basis set",
  "e_tot_ev": -34934.977,
  "total_charge": 1,
  "smiles": "CC[N@@H+]1CCC[C@H]1CNS(=O)(=O)c1c(C)cc(C)cc1C",
  "multiplicity": 1,
  "species": ["C", "C", "N", "C", "C", "H", "H", "C", "H", "H", "C", "C", "N", "H", "S", "O", "O", "C", "C", "C", "C", "C", "C", "C", "H", "H", "H", "H", "C", "H", "H", "H", "H", "C", "H", "H", "H", "H", "H", "H", "H", "H", "H", "H", "H", "H", "H", "H"],
  "coordinates": [[-4.02, -2.32, 0.10], [-2.72, -1.75, 0.63], [-2.56, -0.29, 0.47], [-3.51, 0.52, 1.29], [-4.10, 1.57, 0.35], [-5.13, 1.80, 0.60], [-3.52, 2.49, 0.39], [-3.98, 0.92, -1.03], [-4.00, 1.65, -1.83], [-4.79, 0.21, -1.19], [-2.64, 0.19, -0.95], [-1.47, 1.14, -1.29], [-0.18, 0.48, -1.10], [0.44, 0.64, -1.87], [0.58, 0.96, 0.36], [-0.16, 0.19, 1.36], [0.41, 2.38, 0.50], [2.25, 0.40, 0.20], [2.45, -0.98, 0.07], [3.75, -1.44, -0.06], [4.84, -0.58, -0.06], [4.60, 0.78, 0.07], [3.32, 1.30, 0.20], [3.14, 2.78, 0.35], [2.64, 3.02, 1.28], [4.11, 3.27, 0.34], [2.53, 3.18, -0.45], [5.44, 1.47, 0.07], [6.23, -1.10, -0.18], [6.61, -1.35, 0.81], [6.89, -0.36, -0.62], [6.26, -2.01, -0.78], [3.92, -2.50, -0.16], [1.32, -1.95, 0.08], [0.59, -1.69, -0.68], [1.69, -2.96, -0.10], [0.82, -1.93, 1.05], [-1.51, 2.03, -0.66], [-1.59, 1.44, -2.33], [-2.58, -0.67, -1.61], [-2.97, 0.96, 2.13], [-4.29, -0.13, 1.68], [-1.58, -0.09, 0.83], [-2.62, -1.96, 1.70], [-1.88, -2.23, 0.12], [-4.05, -3.38, 0.33], [-4.11, -2.21, -0.97], [-4.89, -1.87, 0.57]]
}

=====

# 3
{
  "formula": "C16H27N2O3",
  "method": "ωB97M-V with the def2-TZVPD basis set",
  "e_tot_ev": -26146.050,
  "total_charge": 1,
  "smiles": "COCCOC[C@@H](O)C[NH+]1CCN(c2ccccc2)CC1",
  "multiplicity": 1,
  "species": ["C", "H", "O", "C", "C", "H", "H", "O", "C", "C", "O", "H", "H", "C", "N", "C", "H", "C", "N", "C", "C", "C", "C", "C", "C", "H", "H", "H", "H", "H", "C", "H", "C", "H", "H", "H", "H", "H", "H", "H", "H", "H", "H", "H", "H", "H", "H", "H"],
  "coordinates": [[-1.52, -3.49, -0.89], [-2.18, -3.76, -0.05], [-0.94, -2.22, -0.71], [-0.11, -2.10, 0.43], [-0.87, -1.66, 1.68], [-0.16, -1.49, 2.49], [-1.59, -2.42, 2.00], [-1.54, -0.43, 1.45], [-2.92, -0.53, 1.13], [-3.41, 0.79, 0.51], [-3.16, 1.89, 1.35], [-3.59, 1.77, 2.21], [-4.49, 0.69, 0.32], [-2.73, 1.07, -0.84], [-1.26, 1.12, -0.71], [-0.56, 0.71, -1.95], [-0.65, -0.38, -2.03], [0.92, 1.13, -1.86], [1.29, 1.12, -0.46], [2.55, 0.64, -0.06], [3.29, 1.26, 0.95], [4.49, 0.72, 1.37], [4.99, -0.44, 0.80], [4.26, -1.06, -0.20], [3.05, -0.54, -0.62], [2.50, -1.06, -1.39], [4.62, -1.97, -0.65], [5.93, -0.85, 1.12], [5.05, 1.22, 2.14], [2.94, 2.17, 1.40], [0.69, 2.24, 0.25], [1.25, 3.17, 0.12], [-0.74, 2.43, -0.26], [-1.38, 2.81, 0.54], [-0.78, 3.13, -1.10], [0.68, 1.99, 1.31], [1.06, 2.13, -2.29], [1.54, 0.44, -2.43], [-1.04, 1.18, -2.81], [-1.02, 0.45, 0.06], [-3.09, 2.01, -1.24], [-2.99, 0.26, -1.52], [-3.09, -1.34, 0.41], [-3.49, -0.75, 2.04], [0.42, -3.04, 0.63], [0.64, -1.34, 0.19], [-0.75, -4.26, -0.99], [-2.11, -3.44, -1.80]]
}

=====

Record-wise relative energy (zero: lowest compared OMol25 entry of this formula, charge and spin) values, in kcal/mol: 6.9; 1.9; 37.7